A 7-piece molecular cluster, C6H23O8 overall. Source: the Open Molecules 2025 dataset; level of theory: ωB97M-V/def2-TZVPD.

Frontier orbital gap: 0.2966 hartree
DFT total energy: -844.31817 Ha
Largest force on an atom: 0.15033 Eh/bohr
Relative energy (zero: lowest compared OMol25 entry of this formula, charge and spin): 4.153 eV

```
! wB97M-V def2-TZVPD RIJCOSX def2/J DEFGRID3
* xyz -1 1
O -1.982 0.005 -2.499
C -1.170 -0.618 -1.777
O -1.480 -1.445 -0.962
C 0.360 -0.319 -2.104
C 0.963 0.620 -1.129
C 1.085 2.035 -1.696
C 1.590 2.824 -0.333
C -0.244 2.567 -2.274
H 0.986 -1.159 -2.126
H 0.429 0.057 -3.177
H 0.280 0.572 -0.179
H 1.865 0.098 -0.689
H 1.713 2.155 -2.597
H 0.789 2.820 0.374
H 1.902 3.764 -0.649
H 2.496 2.412 0.091
H -1.186 2.132 -2.072
H -0.339 3.504 -2.217
H -0.387 2.306 -3.412
H 0.343 -2.977 2.585
H -0.192 -2.213 3.896
O 0.599 -2.678 3.539
H 1.531 -2.461 0.169
H 0.014 -2.465 -0.286
O 0.654 -2.904 0.251
H 3.526 -0.493 2.327
H 2.695 -0.921 3.582
O 3.493 -0.453 3.231
H -1.009 -1.111 0.652
H -1.843 -0.566 1.840
O -1.028 -0.987 1.570
H -2.776 0.972 3.757
H -1.136 0.705 4.190
O -2.061 0.278 4.278
H -3.575 -1.295 -2.546
H -3.082 -2.534 -1.551
O -3.821 -2.226 -2.058
*
```